Formula: C24H43N2O9
Source: the OMol25 dataset
Level of theory: wB97M-V/def2-TZVPD

Geometry as ORCA input:
```
! wB97M-V def2-TZVPD RIJCOSX def2/J DEFGRID3
* xyz 1 1
H -0.410 -1.105 -3.508
C 1.830 2.012 -0.365
C 0.172 -5.491 -1.707
C -0.521 -0.035 -3.683
O 3.195 -1.288 -0.074
H 1.263 -2.030 2.078
C -0.790 -1.173 3.695
H -0.852 -2.581 -0.759
C 0.562 7.399 2.552
H -1.077 -1.778 4.550
H 1.550 0.293 -4.190
H 1.058 -2.619 0.442
C 0.561 0.468 -4.619
H 1.256 -5.374 -1.823
C -0.769 -1.958 1.263
C -3.505 -2.088 1.245
H 4.761 0.290 1.352
O -0.357 3.773 1.187
H 6.003 -1.823 1.393
H -1.123 -0.159 3.916
C 6.457 -1.413 2.299
O 5.174 0.653 2.140
H -1.337 -6.990 -2.040
H -6.523 0.302 -2.118
C 0.590 1.845 0.236
H 0.462 1.544 -4.782
H 5.969 -0.028 3.877
H 0.248 -5.902 0.197
C -4.439 0.679 -2.534
H 6.721 -2.241 2.957
H 0.398 6.348 2.301
C 0.247 0.603 0.729
H -4.545 1.762 -2.631
C -0.412 2.943 0.359
H -0.277 9.330 2.081
H -5.432 -0.968 -1.551
O -1.401 2.892 -0.580
H -0.529 7.234 0.210
C -0.452 8.281 1.847
C -5.547 0.110 -1.663
H -0.714 0.499 1.202
C -2.853 -1.714 2.400
C -1.446 -2.350 0.113
C -0.259 -6.874 -2.154
H -3.418 -1.470 3.287
H 7.370 -0.897 2.001
H -4.584 -2.120 1.220
O 2.839 -1.791 -2.212
C -2.825 -2.413 0.095
O -0.188 -5.238 -0.348
H 0.290 -1.148 3.631
H -2.121 2.317 -0.277
H 1.574 7.656 2.235
C 0.737 -1.855 1.144
C 2.663 0.924 -0.451
H 0.005 -7.051 -3.197
H -1.468 8.026 2.164
H -0.321 -4.726 -2.308
H -3.463 0.482 -2.083
C 1.092 -0.484 0.630
H -4.457 0.241 -3.534
H 0.507 -0.032 -5.586
H 4.591 -0.966 3.289
N 2.286 -0.271 0.031
O -0.447 0.601 -2.402
H -3.318 -2.684 -0.824
O -0.359 8.155 0.430
H -1.511 0.139 -4.112
H 0.219 -7.643 -1.542
N 2.799 -2.287 -1.197
H 0.495 7.510 3.635
O -5.504 0.661 -0.351
H -0.563 1.548 -2.541
H 3.628 1.035 -0.915
H -5.624 1.613 -0.410
H 2.116 2.975 -0.753
C -1.461 -1.637 2.428
C 5.509 -0.450 2.987
*
```

Properties
HOMO-LUMO gap   0.2492 Ha
E_LUMO   -4.96 eV
Highest occupied orbital energy   -11.735 eV
Maximum force   1.52 eV/A

---

Formula: C31H31As2BrIrN4OS
Source: the OMol25 dataset
Level of theory: wB97M-V/def2-TZVPD

Geometry as ORCA input:
```
! wB97M-V def2-TZVPD RIJCOSX def2/J DEFGRID3
* xyz 2 6
H 1.009 -1.793 -3.569
H -2.497 3.919 4.795
C 0.341 2.540 -5.480
H 2.542 -3.115 -2.730
C 2.637 -4.231 -0.917
H 3.462 2.553 3.179
C -2.613 -4.752 -0.226
C 0.793 -0.848 2.220
H -2.450 -5.840 -2.031
C -3.533 -3.421 1.485
H -3.012 3.033 2.557
H 1.857 -3.920 3.132
H 3.433 3.854 0.023
C 2.559 4.046 0.645
C 0.652 3.381 3.701
Ir 0.836 0.587 -0.441
S -1.691 -1.061 -0.940
C -1.981 3.127 2.877
C 1.539 -2.003 0.344
C 2.391 -4.272 0.449
C -0.952 2.753 2.021
As 1.826 2.335 1.231
H -3.492 1.473 -0.930
C 1.617 -3.078 2.503
N 1.054 -0.872 0.906
As -1.332 2.147 0.194
H -3.903 -5.545 1.334
H -3.820 2.742 0.265
C -0.378 3.750 4.551
H -1.785 4.623 -0.132
C 0.740 0.302 -3.785
C 2.313 -3.128 -1.679
C -2.398 -6.026 -0.961
H -0.153 4.124 5.538
H -3.142 -6.764 -0.677
C -1.236 3.875 -0.714
H 1.675 3.492 4.037
N -2.045 -3.663 -0.703
H -4.126 -3.245 2.374
H -1.679 3.774 -1.706
C -3.412 -4.681 0.923
H 0.214 3.376 -6.146
H 2.617 -5.159 1.018
C 1.065 -1.932 3.039
C 0.366 1.237 -5.998
N -2.963 -2.353 0.974
H -3.571 1.037 0.782
H 3.044 0.843 2.934
H 0.594 -0.843 -5.596
C -3.267 1.818 0.083
H -1.405 -6.415 -0.732
C 1.707 -2.008 -1.074
H 0.466 3.722 -3.709
C 1.859 -3.151 1.113
C 3.276 1.781 2.429
H 3.092 -5.084 -1.396
C 1.017 -0.855 -3.026
H 0.857 -1.857 4.094
C 0.486 2.726 -4.128
C -1.694 3.625 4.138
H -0.199 4.187 -0.827
H 2.857 4.644 1.510
C 0.676 1.644 -3.231
H 1.839 4.612 0.060
O 0.789 1.910 -1.977
C 0.561 0.146 -5.167
H 4.185 1.642 1.839
N 1.265 -0.902 -1.724
Br 0.130 0.968 -7.857
H 0.358 0.067 2.615
C 0.377 2.874 2.436
C -2.244 -2.473 -0.145
*
```

Properties
<S²>   8.81
HOMO-LUMO gap (spin up / spin down)   0.2011 / 0.1790 Ha
Energy above the lowest of the compared OMol25 structures with the same formula, charge and spin   22.3 kcal/mol
E_LUMO (spin up / spin down)   -5.54 / -8.29 eV
Highest occupied orbital energy (spin up / spin down)   -11.013 / -13.156 eV
Maximum force   3.82 eV/A

---

Formula: C44H45F3N8O2
Source: the OMol25 dataset
Level of theory: wB97M-V/def2-TZVPD

Geometry as ORCA input:
```
! wB97M-V def2-TZVPD RIJCOSX def2/J DEFGRID3
* xyz 0 1
C 3.519 1.865 -1.891
C 1.182 -1.293 0.055
H -6.669 0.793 -1.988
C -0.515 3.310 3.048
F -4.778 4.267 4.474
H 0.032 -4.664 -3.703
H -3.906 1.596 1.219
H 2.044 -2.339 -2.963
H -2.092 0.056 1.444
F -4.402 3.940 2.400
H -0.507 -1.183 2.989
H 0.198 -4.680 0.351
C -0.314 -4.330 -0.536
C -3.517 0.436 6.363
H -1.876 -3.266 0.453
H -1.454 3.134 -1.414
C 3.685 -2.031 -5.901
C -5.771 0.663 1.681
C -7.021 0.166 1.186
H 6.859 -0.506 1.364
C -1.894 1.519 -4.423
C 0.029 2.249 -2.586
H 0.775 2.539 -1.864
N 4.308 -3.201 -5.847
H 2.070 -1.569 -0.475
C 3.110 -3.806 -3.941
C 4.468 2.807 -2.268
H -4.985 -0.336 7.699
C 3.572 1.340 -0.595
C 4.473 1.969 0.274
H 0.455 -0.593 -1.833
O -1.919 3.598 2.849
C 0.217 -0.657 -0.759
H 1.163 3.065 1.582
C 6.283 -0.937 0.555
H -1.536 -2.643 -3.647
O -2.111 4.232 5.002
H -0.493 2.498 1.042
H -0.495 2.369 3.524
H 4.629 1.557 1.273
N 5.349 3.358 -1.493
C -1.896 -2.904 -1.542
H 4.551 3.134 -3.292
N -7.281 0.228 -0.112
H -5.536 0.671 2.707
C -4.206 -0.592 6.989
C 5.322 2.986 -0.243
H -7.696 -0.372 1.799
C -1.309 2.646 -2.348
C 2.518 -2.584 -3.857
H 4.576 -4.978 -4.983
H 3.850 -3.097 -0.131
C 0.942 -1.448 1.461
H -3.261 2.655 -3.286
H -3.809 1.479 6.443
C -2.568 0.034 5.363
C -0.312 -4.240 -2.777
C -1.397 -3.513 -0.432
C -4.835 1.209 0.846
H -0.093 4.148 1.096
H 2.439 -0.622 -4.744
C -1.205 -0.434 1.079
C -0.297 -1.001 1.974
C -3.913 4.566 3.517
H -2.764 -2.336 -1.614
H 2.890 1.490 -2.665
H -4.470 1.780 -1.202
N -0.973 -0.296 -0.234
H -2.544 -3.212 5.583
H 7.595 -0.098 -0.855
C 6.746 -0.751 -0.713
C 6.059 -1.400 -1.714
H -4.319 -2.779 7.160
N 5.022 -2.235 -1.529
C -3.843 -1.943 6.709
H -2.071 0.873 4.889
C 0.105 3.209 1.639
C -2.534 4.054 3.903
C 5.192 -1.733 0.776
N 0.446 1.583 -3.607
H 6.077 3.374 0.434
H -0.115 4.079 3.674
H 4.859 -1.876 1.781
C 4.631 -2.413 -0.294
H -0.178 0.650 -5.357
C -2.841 -2.178 5.802
C 2.844 -1.658 -4.874
H 6.433 -1.238 -2.733
H -2.634 0.998 -5.065
H 1.591 -2.057 2.154
N 0.210 -4.715 -1.688
H 2.846 0.582 -0.314
H 2.901 -4.457 -3.101
C -2.238 2.261 -3.303
C -0.529 1.166 -4.483
C -6.436 0.770 -0.951
C 3.993 -4.078 -4.903
C -5.232 1.312 -0.499
F -3.827 5.880 3.351
C -1.271 -3.218 -2.747
N -2.217 -1.222 5.158
H 3.850 -1.434 -6.798
*
```

Properties
HOMO-LUMO gap   0.3539 Ha
E_LUMO   0.37 eV
Highest occupied orbital energy   -9.263 eV
Maximum force   3.19 eV/A

---

Formula: C4H6N
Source: the OMol25 dataset
Level of theory: wB97M-V/def2-TZVPD

Geometry as ORCA input:
```
! wB97M-V def2-TZVPD RIJCOSX def2/J DEFGRID3
* xyz 1 1
H -1.266 -0.611 1.427
C -1.492 -0.268 0.462
H 2.704 0.760 0.823
C 0.731 0.445 0.048
H -0.967 1.790 -0.600
H -0.576 -0.701 -1.406
H 2.587 -0.699 -0.395
N -0.348 -0.340 -0.554
C -0.834 0.947 -0.053
H -2.485 -0.453 0.257
C 2.086 0.164 0.124
*
```

Properties
HOMO-LUMO gap   0.4208 Ha
Energy above the lowest of the compared OMol25 structures with the same formula, charge and spin   81.7 kcal/mol
E_LUMO   -3.75 eV
Highest occupied orbital energy   -15.200 eV
Maximum force   5.70 eV/A

---

The lowest maximum force belongs to which entry? C24H43N2O9